P) {
  "formula": "C9H11O2",
  "method": "ωB97M-V/def2-TZVPD",
  "species": ["C", "C", "C", "C", "C", "C", "C", "H", "H", "H", "H", "H", "H", "H", "H", "C", "C", "O", "O", "H", "H", "H"],
  "coordinates": [[2.212, -1.271, 2.721], [0.044, 1.203, -0.081], [1.378, 1.499, 0.261], [-0.453, -0.035, 0.284], [2.099, 0.699, 1.139], [0.308, -0.877, 1.081], [1.509, -0.484, 1.634], [-0.616, 1.832, -0.664], [1.746, 2.445, -0.122], [-1.491, -0.287, 0.113], [2.908, 1.192, 1.669], [-0.139, -1.769, 1.520], [2.629, -2.220, 2.367], [1.424, -1.416, 3.459], [3.134, -0.775, 3.025], [-2.073, -0.482, -2.818], [-2.787, 0.821, -2.346], [-2.607, 1.841, -3.044], [-3.478, 0.668, -1.319], [-2.705, -0.938, -3.590], [-1.968, -1.235, -2.037], [-1.071, -0.413, -3.250]],
  "nbo_charge": [-0.63, -0.22, -0.20, -0.19, -0.25, -0.22, -0.02, 0.25, 0.20, 0.26, 0.20, 0.19, 0.21, 0.22, 0.21, -0.74, 0.76, -0.79, -0.80, 0.20, 0.19, 0.19],
  "charge": -1,
  "mol_weight_g_mol": 151.185,
  "lumo_ev": 3.1
}

Q) {
  "formula": "C9H11O2",
  "method": "ωB97M-V/def2-TZVPD",
  "species": ["O", "C", "O", "C", "C", "C", "C", "C", "C", "C", "C", "H", "H", "H", "H", "H", "H", "H", "H", "H", "H", "H"],
  "coordinates": [[-3.315, 2.054, 0.555], [-2.600, 1.456, -0.272], [-2.449, 1.647, -1.474], [-1.640, 0.321, 0.377], [-0.366, 1.106, 0.526], [0.700, 1.706, 0.640], [2.129, 1.349, 0.395], [2.117, -0.274, 0.405], [1.033, -0.768, -0.748], [-0.194, -1.678, -0.056], [-1.626, -1.012, -0.375], [-1.825, 0.026, 1.406], [2.196, 1.515, -0.710], [2.743, 1.953, 1.163], [3.071, -0.811, 0.339], [1.830, -0.475, 1.531], [0.701, 0.155, -1.172], [1.592, -1.398, -1.462], [0.112, -1.739, 1.054], [-0.173, -2.674, -0.490], [-1.582, -0.894, -1.505], [-2.453, -1.565, -0.125]],
  "nbo_charge": [-0.77, 0.79, -0.76, -0.43, 0.11, -0.15, -0.47, -0.39, -0.41, -0.39, -0.37, 0.21, 0.22, 0.22, 0.19, 0.19, 0.23, 0.19, 0.19, 0.19, 0.21, 0.20],
  "charge": -1,
  "mol_weight_g_mol": 151.185,
  "smiles": "O=C([O-])[C@@H]1C#CCCCCC1",
  "lumo_ev": 3.6
}

Most stable: P). Least stable: Q).

P) {
  "formula": "C18H36O18",
  "method": "ωB97M-V/def2-TZVPD",
  "species": ["C", "O", "C", "O", "O", "C", "H", "H", "H", "H", "H", "H", "C", "O", "C", "O", "O", "C", "H", "H", "H", "H", "H", "H", "C", "O", "C", "O", "O", "C", "H", "H", "H", "H", "H", "H", "C", "O", "C", "O", "O", "C", "H", "H", "H", "H", "H", "H", "C", "O", "C", "O", "O", "C", "H", "H", "H", "H", "H", "H", "C", "O", "C", "O", "O", "C", "H", "H", "H", "H", "H", "H"],
  "coordinates": [[3.641, -8.523, 15.129], [2.649, -9.056, 14.209], [2.896, -9.021, 12.871], [3.956, -8.886, 12.257], [1.743, -9.294, 12.311], [1.652, -9.686, 10.970], [4.613, -8.330, 14.676], [3.769, -9.217, 15.959], [3.319, -7.554, 15.511], [2.116, -10.649, 10.760], [1.948, -8.915, 10.258], [0.615, -9.820, 10.664], [2.571, -19.929, 5.972], [2.220, -18.758, 6.696], [2.425, -18.684, 7.984], [2.812, -19.541, 8.745], [2.304, -17.394, 8.315], [2.991, -16.835, 9.401], [2.183, -20.845, 6.419], [3.649, -19.933, 6.131], [2.309, -19.905, 4.915], [2.405, -16.983, 10.308], [2.983, -15.757, 9.241], [4.055, -17.054, 9.308], [6.650, -13.645, 14.026], [6.585, -14.992, 13.522], [7.545, -15.243, 12.736], [8.471, -14.490, 12.283], [7.464, -16.544, 12.337], [8.324, -17.066, 11.308], [7.611, -13.492, 14.518], [5.876, -13.650, 14.793], [6.552, -12.834, 13.305], [8.222, -18.146, 11.202], [9.385, -16.935, 11.521], [8.124, -16.806, 10.268], [4.174, -13.597, 10.925], [4.003, -12.667, 12.015], [3.577, -13.049, 13.181], [3.260, -14.189, 13.581], [3.812, -12.040, 14.030], [3.567, -12.103, 15.439], [5.140, -14.102, 10.905], [3.928, -13.376, 9.887], [3.497, -14.424, 11.136], [2.516, -11.995, 15.708], [4.149, -11.355, 15.976], [3.958, -13.096, 15.659], [1.575, -10.247, 17.871], [0.220, -10.454, 17.663], [-0.703, -10.166, 18.561], [-0.376, -10.063, 19.734], [-1.983, -9.712, 17.913], [-2.955, -9.314, 18.870], [2.109, -9.421, 17.400], [2.132, -11.111, 17.508], [1.890, -10.141, 18.909], [-3.880, -9.007, 18.382], [-2.513, -8.492, 19.433], [-3.191, -10.157, 19.519], [5.977, -10.525, 10.100], [6.791, -11.650, 9.993], [7.242, -12.207, 8.868], [6.931, -11.717, 7.835], [7.817, -13.370, 9.055], [8.242, -14.236, 8.045], [5.125, -10.519, 9.421], [6.416, -9.534, 9.981], [5.585, -10.571, 11.116], [8.875, -13.672, 7.360], [7.425, -14.693, 7.486], [8.882, -15.073, 8.326]],
  "lowdin_charge": [-0.03, -0.01, -0.57, 0.10, 0.02, -0.05, 0.10, 0.06, 0.09, 0.09, 0.10, 0.09, -0.03, 0.01, -0.62, 0.13, -0.02, -0.05, 0.10, 0.10, 0.10, 0.11, 0.07, 0.11, 0.00, 0.06, -0.59, 0.06, -0.01, -0.05, 0.11, 0.09, 0.11, 0.09, 0.09, 0.08, -0.01, 0.01, -0.59, 0.09, -0.03, -0.03, 0.10, 0.10, 0.08, 0.09, 0.09, 0.09, -0.06, 0.02, -0.44, 0.11, -0.06, -0.09, 0.08, 0.07, 0.10, 0.09, 0.09, 0.09, -0.06, -0.01, -0.62, 0.15, 0.02, -0.05, 0.10, 0.10, 0.08, 0.10, 0.10, 0.09],
  "mol_weight_g_mol": 540.468,
  "smiles": "COC(=O)OC.COC(=O)OC.COC(=O)OC.COC(=O)OC.COC(=O)OC.COC(=O)OC",
  "lumo_ev": 0.4
}

Q) {
  "formula": "C18H36O18",
  "method": "ωB97M-V/def2-TZVPD",
  "species": ["C", "O", "C", "O", "O", "C", "H", "H", "H", "H", "H", "H", "C", "O", "C", "O", "O", "C", "H", "H", "H", "H", "H", "H", "C", "O", "C", "O", "O", "C", "H", "H", "H", "H", "H", "H", "C", "O", "C", "O", "O", "C", "H", "H", "H", "H", "H", "H", "C", "O", "C", "O", "O", "C", "H", "H", "H", "H", "H", "H", "C", "O", "C", "O", "O", "C", "H", "H", "H", "H", "H", "H"],
  "coordinates": [[1.713, -0.921, -2.603], [2.202, 0.094, -3.481], [3.350, 0.682, -3.127], [4.020, 0.383, -2.186], [3.648, 1.714, -3.916], [3.019, 1.839, -5.188], [0.639, -0.938, -2.764], [1.945, -0.670, -1.571], [2.146, -1.887, -2.855], [2.928, 0.880, -5.704], [3.664, 2.446, -5.817], [2.023, 2.260, -5.073], [0.457, 6.666, 2.126], [-0.788, 5.983, 1.903], [-0.701, 4.677, 1.769], [0.321, 4.044, 1.666], [-1.935, 4.172, 1.731], [-1.982, 2.800, 1.391], [0.181, 7.698, 2.306], [1.094, 6.566, 1.252], [0.927, 6.256, 3.018], [-3.021, 2.534, 1.193], [-1.644, 2.102, 2.159], [-1.458, 2.560, 0.468], [-6.599, 2.189, -3.613], [-6.138, 0.986, -3.021], [-6.991, -0.023, -2.984], [-8.115, 0.008, -3.409], [-6.385, -1.044, -2.393], [-7.191, -2.203, -2.209], [-7.657, 2.349, -3.411], [-6.435, 2.150, -4.689], [-6.020, 2.989, -3.163], [-7.793, -2.507, -3.062], [-7.926, -2.012, -1.415], [-6.536, -2.984, -1.840], [5.005, 0.770, 2.267], [3.737, 0.950, 2.857], [3.000, -0.173, 2.981], [3.325, -1.262, 2.620], [1.843, 0.083, 3.577], [1.527, 1.302, 4.217], [5.358, 1.757, 1.961], [4.969, 0.194, 1.340], [5.730, 0.311, 2.935], [2.389, 1.686, 4.767], [0.760, 1.107, 4.963], [1.174, 2.048, 3.505], [-3.066, -1.940, -1.091], [-2.260, -0.781, -0.983], [-1.202, -0.885, -0.182], [-0.820, -1.874, 0.368], [-0.669, 0.329, -0.063], [0.480, 0.517, 0.743], [-3.925, -1.751, -1.732], [-3.420, -2.313, -0.133], [-2.522, -2.729, -1.622], [1.350, 0.587, 0.088], [0.634, -0.380, 1.348], [0.431, 1.373, 1.404], [1.433, -4.041, 1.131], [1.880, -4.256, 2.471], [2.907, -5.038, 2.758], [3.173, -5.357, 3.882], [3.633, -5.379, 1.680], [4.838, -6.075, 1.963], [1.869, -4.669, 0.361], [1.625, -2.994, 0.904], [0.359, -4.216, 1.101], [5.423, -5.531, 2.709], [5.406, -6.138, 1.042], [4.660, -7.068, 2.376]],
  "lowdin_charge": [-0.01, -0.02, -0.62, 0.14, 0.01, -0.05, 0.10, 0.08, 0.10, 0.10, 0.09, 0.10, -0.02, 0.01, -0.62, 0.12, 0.03, -0.06, 0.09, 0.10, 0.10, 0.10, 0.10, 0.09, -0.04, 0.01, -0.63, 0.13, 0.00, -0.04, 0.09, 0.10, 0.09, 0.10, 0.10, 0.09, -0.05, -0.02, -0.61, 0.16, 0.00, -0.04, 0.10, 0.10, 0.10, 0.10, 0.10, 0.08, -0.04, 0.01, -0.61, 0.14, -0.01, -0.02, 0.08, 0.10, 0.10, 0.10, 0.09, 0.06, -0.04, 0.02, -0.62, 0.13, -0.03, -0.05, 0.09, 0.08, 0.09, 0.10, 0.09, 0.10],
  "mol_weight_g_mol": 540.468,
  "smiles": "COC(=O)OC.COC(=O)OC.COC(=O)OC.COC(=O)OC.COC(=O)OC.COC(=O)OC",
  "lumo_ev": 0.5
}

R) {
  "formula": "C18H36O18",
  "method": "ωB97M-V/def2-TZVPD",
  "species": ["C", "O", "C", "O", "O", "C", "H", "H", "H", "H", "H", "H", "C", "O", "C", "O", "O", "C", "H", "H", "H", "H", "H", "H", "C", "O", "C", "O", "O", "C", "H", "H", "H", "H", "H", "H", "C", "O", "C", "O", "O", "C", "H", "H", "H", "H", "H", "H", "C", "O", "C", "O", "O", "C", "H", "H", "H", "H", "H", "H", "C", "O", "C", "O", "O", "C", "H", "H", "H", "H", "H", "H"],
  "coordinates": [[0.520, 3.691, 4.388], [1.704, 3.975, 3.544], [2.151, 5.133, 3.311], [1.488, 6.191, 3.509], [3.314, 5.003, 2.734], [4.094, 6.092, 2.315], [0.760, 3.915, 5.427], [0.236, 2.639, 4.372], [-0.359, 4.246, 4.059], [4.991, 5.699, 1.836], [4.453, 6.734, 3.119], [3.464, 6.658, 1.629], [7.341, -7.074, -2.300], [6.457, -6.475, -1.358], [6.175, -7.011, -0.205], [6.747, -8.036, 0.331], [5.329, -6.219, 0.470], [4.709, -5.016, -0.089], [8.286, -7.351, -1.832], [7.378, -6.523, -3.240], [6.918, -8.055, -2.513], [5.446, -4.269, -0.385], [4.009, -4.587, 0.629], [4.060, -5.211, -0.943], [-8.894, -3.195, 1.814], [-8.966, -4.503, 2.389], [-10.116, -5.177, 2.456], [-11.204, -4.718, 2.119], [-9.910, -6.333, 3.029], [-10.974, -7.311, 3.306], [-7.865, -2.836, 1.786], [-9.459, -2.456, 2.382], [-9.341, -3.151, 0.821], [-10.469, -8.247, 3.070], [-11.812, -7.098, 2.643], [-11.207, -7.413, 4.366], [-1.609, 5.266, -0.403], [-1.367, 6.534, 0.144], [-1.965, 7.614, -0.308], [-3.030, 7.667, -0.918], [-1.225, 8.686, 0.122], [-1.585, 10.015, -0.186], [-1.108, 4.594, 0.293], [-1.160, 5.303, -1.395], [-2.689, 5.140, -0.480], [-2.038, 9.953, -1.175], [-0.668, 10.598, -0.275], [-2.311, 10.391, 0.535], [7.600, -1.192, -3.228], [6.491, -0.993, -4.145], [5.276, -0.700, -3.649], [5.026, -0.543, -2.449], [4.404, -0.671, -4.606], [3.020, -0.311, -4.334], [8.171, -0.298, -2.977], [8.276, -1.965, -3.592], [7.278, -1.646, -2.290], [2.378, -0.538, -5.185], [2.850, 0.765, -4.327], [2.719, -0.901, -3.469], [-3.852, -0.744, -2.097], [-2.568, -0.222, -1.933], [-1.888, -0.403, -0.741], [-2.232, -1.099, 0.202], [-0.681, 0.157, -0.952], [0.225, 0.140, 0.105], [-4.437, -0.398, -2.949], [-4.537, -0.465, -1.296], [-3.854, -1.834, -2.122], [-0.118, 0.260, 1.133], [0.959, 0.922, -0.088], [0.792, -0.790, 0.050]],
  "lowdin_charge": [0.02, 0.03, -0.65, 0.06, 0.01, -0.04, 0.10, 0.09, 0.09, 0.10, 0.10, 0.10, -0.02, -0.02, -0.55, 0.05, 0.00, -0.02, 0.10, 0.10, 0.10, 0.09, 0.09, 0.09, -0.04, 0.00, -0.61, 0.09, 0.00, 0.01, 0.09, 0.09, 0.09, 0.09, 0.09, 0.09, -0.03, -0.01, -0.56, 0.10, -0.03, -0.05, 0.10, 0.10, 0.10, 0.09, 0.09, 0.10, -0.03, 0.00, -0.61, 0.08, 0.02, 0.00, 0.09, 0.09, 0.08, 0.09, 0.10, 0.10, -0.09, -0.02, -0.52, 0.12, 0.00, -0.07, 0.09, 0.09, 0.10, 0.10, 0.10, 0.10],
  "mol_weight_g_mol": 540.468,
  "smiles": "COC(=O)OC.COC(=O)OC.COC(=O)OC.COC(=O)OC.COC(=O)OC.COC(=O)OC",
  "lumo_ev": 0.2
}

Most stable: Q). Least stable: P).

P) {
  "formula": "C3H6N2O",
  "method": "ωB97M-V/def2-TZVPD",
  "species": ["C", "N", "N", "C", "C", "O", "H", "H", "H", "H", "H", "H"],
  "coordinates": [[-1.454, 0.959, 0.084], [-2.037, -0.173, 0.064], [-0.854, -1.063, -0.097], [0.638, -0.857, -0.055], [1.296, 0.726, -0.073], [-0.040, 1.451, -0.036], [-2.115, 1.863, 0.057], [-1.083, -1.973, 0.421], [1.077, -1.280, -1.059], [1.048, -1.256, 0.842], [1.832, 0.908, 0.877], [1.691, 0.695, -1.025]],
  "nbo_charge": [0.35, -0.25, -0.56, -0.24, -0.05, -0.59, 0.18, 0.37, 0.19, 0.19, 0.21, 0.20],
  "mol_weight_g_mol": 86.094,
  "smiles": "C1=NNCCO1",
  "lumo_ev": 0.9
}

Q) {
  "formula": "C3H6N2O",
  "method": "ωB97M-V/def2-TZVPD",
  "species": ["O", "C", "C", "C", "N", "N", "H", "H", "H", "H", "H", "H"],
  "coordinates": [[2.419, -0.175, 0.207], [1.230, -0.210, -0.194], [0.301, 1.014, -0.296], [-1.069, 0.428, 0.270], [-0.940, -1.109, 0.086], [0.423, -1.426, -0.273], [0.154, 1.637, -1.204], [0.635, 1.686, 0.451], [-0.761, 0.577, 1.424], [-1.984, 0.768, -0.131], [-1.088, -1.116, -0.990], [0.680, -2.074, 0.649]],
  "nbo_charge": [-0.55, 0.67, -0.55, -0.24, -0.43, -0.51, 0.24, 0.24, 0.19, 0.22, 0.34, 0.39],
  "mol_weight_g_mol": 86.094,
  "smiles": "O=C1CCNN1",
  "lumo_ev": 0.7
}

Most stable: Q). Least stable: P).

P) {
  "formula": "C3H6N2O",
  "method": "ωB97M-V/def2-TZVPD",
  "species": ["C", "C", "C", "N", "N", "O", "H", "H", "H", "H", "H", "H"],
  "coordinates": [[-0.137, 0.213, 0.904], [0.963, -0.121, -0.987], [0.121, -1.271, -1.403], [0.725, 0.608, 0.022], [-0.643, 2.298, 1.983], [-0.756, 1.001, 1.711], [-0.475, -0.805, 1.086], [1.754, 0.259, -1.692], [0.394, -1.485, -2.459], [-1.021, -1.020, -1.191], [0.368, -2.052, -0.718], [-1.293, 2.374, 2.744]],
  "nbo_charge": [0.30, 0.15, -0.71, -0.46, -0.33, -0.26, 0.16, 0.18, 0.24, 0.23, 0.23, 0.29],
  "mol_weight_g_mol": 86.094,
  "lumo_ev": [-0.1, 0.0]
}

Q) {
  "formula": "C3H6N2O",
  "method": "ωB97M-V/def2-TZVPD",
  "species": ["H", "N", "C", "C", "N", "C", "O", "H", "H", "H", "H", "H"],
  "coordinates": [[0.252, 2.151, 0.174], [-0.585, 1.581, 0.135], [-0.456, 0.344, 0.021], [-1.669, -0.529, -0.065], [0.756, -0.460, 0.169], [1.985, 0.046, -0.075], [3.009, -0.580, -0.127], [-1.759, -1.130, 0.839], [-1.593, -1.195, -0.921], [-2.553, 0.094, -0.159], [0.707, -1.469, 0.260], [1.907, 1.146, -0.251]],
  "nbo_charge": [0.35, -0.65, 0.46, -0.67, -0.66, 0.55, -0.57, 0.23, 0.22, 0.25, 0.41, 0.10],
  "mol_weight_g_mol": 86.094,
  "smiles": "[H]/N=C(/C)NC=O",
  "lumo_ev": 0.8
}

R) {
  "formula": "C3H6N2O",
  "method": "ωB97M-V/def2-TZVPD",
  "species": ["N", "C", "N", "H", "H", "C", "C", "O", "H", "H", "H", "H"],
  "coordinates": [[-1.071, 1.065, -1.895], [-0.406, 0.039, -2.008], [0.092, -1.068, -2.157], [-0.840, 1.686, -1.128], [0.969, -1.128, -2.659], [-0.445, 0.049, 1.470], [1.013, -0.274, 1.292], [1.647, -0.083, 0.282], [-0.896, 0.385, 0.536], [-0.549, 0.831, 2.232], [-0.984, -0.832, 1.834], [1.505, -0.704, 2.190]],
  "nbo_charge": [-0.74, 0.67, -0.72, 0.39, 0.40, -0.73, 0.45, -0.53, 0.22, 0.24, 0.24, 0.10],
  "mol_weight_g_mol": 86.094,
  "smiles": "N=C=N.CC=O",
  "lumo_ev": 0.9
}

S) {
  "formula": "C3H6N2O",
  "method": "ωB97M-V/def2-TZVPD",
  "species": ["O", "N", "C", "C", "C", "N", "H", "H", "H", "H", "H", "H"],
  "coordinates": [[-2.295, -0.795, -0.122], [-1.886, 0.510, -0.290], [-0.619, 0.802, 0.053], [0.346, -0.045, 0.573], [1.576, 0.078, -0.390], [0.823, -1.117, -0.251], [-1.862, -1.271, 0.649], [-0.680, 1.877, -0.104], [0.576, -0.188, 1.615], [1.568, 0.754, -1.246], [2.410, 0.219, 0.536], [0.044, -0.825, -1.021]],
  "nbo_charge": [-0.56, -0.06, -0.07, -0.22, -0.24, -0.53, 0.46, 0.22, 0.22, 0.22, 0.20, 0.36],
  "mol_weight_g_mol": 86.094,
  "smiles": "O/N=C\\[C@@H]1CN1",
  "lumo_ev": 0.8
}

Most stable: Q). Least stable: S).